[1]
C22H30N3O7P2S2Ti | ωB97M-V/def2-TZVPD

XYZ file:
```
67
Properties=species:S:1:pos:R:3:forces:R:3:lowdin_charge:R:1
Ti -0.377 0.770 1.950 -0.2 0.6 -0.2 0.92
O -0.416 -1.322 4.661 0.0 0.1 0.0 -0.13
P 0.478 0.023 4.711 -0.4 -0.1 0.1 0.21
O 1.082 0.210 6.031 0.0 0.0 0.0 -0.26
O -0.331 1.093 3.997 0.1 -0.2 -0.2 -0.34
O 1.566 -0.402 3.540 0.2 -0.3 0.2 -0.30
P 2.537 0.654 2.784 0.4 0.2 -0.2 0.22
O 3.485 -0.403 1.998 -0.1 0.1 0.0 -0.13
O 3.353 1.536 3.612 0.0 -0.1 0.0 -0.25
O 1.589 1.276 1.751 -0.4 -0.2 0.0 -0.39
H -0.232 -1.847 5.446 0.0 0.0 0.1 0.08
H 2.970 -1.176 1.743 0.0 0.0 0.0 0.04
S -4.572 -0.926 1.672 0.1 0.0 0.0 1.04
C -3.503 -2.315 1.705 0.0 0.0 0.0 -0.46
C -3.834 -3.659 1.667 0.0 0.0 0.0 -0.11
C -2.815 -4.603 1.716 0.0 0.0 0.0 -0.12
C -1.488 -4.195 1.819 0.0 0.0 0.0 -0.10
C -1.155 -2.850 1.864 0.0 0.0 0.0 -0.04
C -2.165 -1.895 1.794 -0.2 0.1 0.0 -0.31
N -1.994 -0.530 1.809 0.5 0.0 0.0 -0.09
C -3.171 0.139 1.703 -0.4 0.1 0.0 -0.54
C -3.186 1.552 1.534 0.0 0.0 0.1 -0.28
C -4.373 2.305 1.418 0.1 -0.1 -0.1 -0.07
C -4.300 3.661 1.181 0.0 0.0 0.0 -0.12
C -3.058 4.291 1.073 0.0 0.0 0.0 -0.12
C -1.889 3.552 1.227 -0.1 -0.1 0.0 -0.14
C -1.906 2.180 1.474 0.2 -0.2 0.0 -0.18
H -4.870 -3.966 1.599 0.0 0.0 0.0 0.10
H -3.058 -5.658 1.686 0.0 0.0 0.0 0.09
H -0.703 -4.940 1.877 0.0 0.0 0.0 0.09
H -0.127 -2.529 1.988 0.0 0.0 0.0 0.10
H -5.337 1.814 1.507 0.0 0.0 0.0 0.08
H -5.211 4.240 1.085 0.0 0.0 0.0 0.09
H -3.007 5.359 0.891 0.0 0.0 0.0 0.08
H -0.937 4.075 1.176 0.0 0.0 0.0 0.09
C 2.134 2.196 -4.163 0.0 0.0 0.0 -0.12
C 1.755 3.471 -3.409 0.0 0.0 0.0 -0.26
C 0.784 3.260 -2.247 0.0 0.0 0.0 -0.21
C 1.410 2.778 -0.945 0.0 0.1 -0.1 -0.21
N 2.083 1.484 -1.038 0.0 0.0 0.0 0.01
C 1.441 0.311 -0.924 0.0 -0.1 0.1 -0.79
S -0.243 0.207 -0.838 0.0 0.0 0.1 0.76
N 2.240 -0.776 -0.871 0.1 0.1 0.0 0.01
C 1.798 -2.154 -0.772 0.0 -0.1 -0.1 -0.22
C 1.961 -2.919 -2.082 0.0 0.0 0.0 -0.20
C 1.076 -2.388 -3.202 0.0 0.0 0.0 -0.27
C 1.291 -3.141 -4.509 0.0 0.0 0.0 -0.12
H 2.751 2.427 -5.033 0.0 0.0 0.0 0.06
H 1.236 1.682 -4.513 0.0 0.0 0.0 0.07
H 2.684 1.501 -3.530 0.0 0.0 0.0 0.05
H 1.294 4.162 -4.120 0.0 0.0 0.0 0.10
H 2.660 3.970 -3.044 0.0 0.0 0.0 0.10
H -0.007 2.566 -2.538 0.0 0.0 0.0 0.09
H 0.293 4.209 -2.013 0.0 0.0 0.0 0.11
H 0.648 2.728 -0.170 0.0 0.0 0.1 0.07
H 2.166 3.494 -0.616 0.0 0.0 0.0 0.13
H 3.052 1.474 -0.758 0.0 0.1 0.0 0.14
H 3.234 -0.608 -0.830 0.0 0.0 0.0 0.14
H 0.752 -2.144 -0.469 0.0 0.0 0.0 0.07
H 2.374 -2.655 0.012 0.0 0.0 0.0 0.12
H 1.723 -3.972 -1.895 0.0 0.0 0.0 0.12
H 3.012 -2.885 -2.393 0.0 0.0 0.0 0.11
H 1.275 -1.323 -3.349 0.0 0.0 0.0 0.09
H 0.029 -2.457 -2.894 0.0 0.0 0.0 0.11
H 2.328 -3.054 -4.843 0.0 0.0 0.0 0.07
H 0.651 -2.753 -5.302 0.0 0.0 0.0 0.07
H 1.068 -4.204 -4.388 0.0 0.0 0.0 0.07
```
Positions in Å, forces in eV/Å.

Total charge: -1
Lowest unoccupied orbital energy (spin up / spin down): 2.27 / 2.26 eV
HOMO-LUMO gap (spin up / spin down): 4.62 / 7.45 eV
Spin multiplicity: 3

[2]
C4H15NO3 | ωB97M-V/def2-TZVPD

XYZ file:
```
23
Properties=species:S:1:pos:R:3:forces:R:3:lowdin_charge:R:1
C 2.391 1.312 0.677 -2.5 -1.3 -0.1 -0.09
N 1.016 0.687 0.525 1.9 0.5 0.6 -0.14
C 0.649 0.467 -0.883 -0.2 0.6 3.6 -0.20
C -0.863 0.417 -0.782 0.3 -0.6 -3.1 -0.38
C -1.381 0.139 -2.265 -0.4 -4.0 1.6 -0.03
O -1.128 -0.669 0.123 -1.3 0.3 -0.4 -0.09
H 2.511 1.301 1.740 0.5 0.9 0.6 0.06
H 3.212 0.739 0.276 0.3 -0.4 -0.5 0.06
H 2.318 2.271 0.153 0.4 0.1 0.6 0.08
H 0.762 -0.036 1.219 0.6 0.5 -1.0 0.10
H 1.133 -0.408 -1.243 -0.1 -1.1 -0.9 0.09
H 1.152 1.295 -1.322 -0.5 0.9 -1.2 0.11
H -1.268 1.258 -0.260 0.0 1.1 -0.3 0.13
H -2.448 0.231 -2.618 0.7 -0.5 1.3 0.08
H -0.935 -0.984 -2.374 -1.7 2.3 -0.1 0.13
H -0.917 0.625 -3.050 1.7 1.6 -1.0 0.02
H -2.097 -0.632 0.144 0.2 -0.7 0.4 0.12
H -0.028 -2.399 0.028 -1.2 -1.4 -1.3 0.04
H 1.095 -2.324 -0.691 -0.4 -1.5 -1.4 0.04
O 0.278 -2.900 -0.792 1.6 2.6 2.5 -0.11
H -0.176 1.319 3.119 -0.5 -0.3 -1.0 0.04
H -1.258 0.610 2.124 0.6 0.0 -1.5 -0.03
O -1.018 0.857 2.994 -0.1 0.3 2.6 -0.05
```
Positions in Å, forces in eV/Å.

Total charge: 0
Lowest unoccupied orbital energy: 0.65 eV
HOMO-LUMO gap: 9.51 eV
Structure (SMILES): CNC[C@@H](C)O.O.O

For reference, energy by record: -3876.3081; -441.7851 Ha.
For reference, ΔE to the lowest compared entry with this formula, charge and spin by record: 14.2; 60.7 kcal/mol.